# 1
ORCA calculation (wB97M-V/def2-TZVPD) on an isolated molecule of C17H16N2O5.

## Properties
**Kohn-Sham gap**: 8.7 eV
**Electronic energy**: -1143.158318 hartree
**LUMO level**: 0.7 eV
**HOMO energy**: -8.050 eV
**Strongest force on any atom**: 0.91 eV/Å
**SMILES**: COc1ccc(OC)c(NC(=O)Cn2c(=O)oc3ccccc32)c1

CARTESIAN COORDINATES (ANGSTROEM)
O -3.9394 -0.4940 -1.0422
O 0.9857 -2.1872 -1.4777
O -0.7966 1.5779 1.2527
O 1.0798 -3.5973 1.6778
O 1.5863 -0.0034 -1.5761
N -2.3362 -0.4951 0.5270
N -0.5718 -0.5088 -1.7409
C -0.0367 2.7015 1.6229
C -1.7781 -1.2916 -1.7217
C -1.4198 1.8654 -1.9862
C 1.3545 2.4551 -1.7730
C 0.6936 -1.0293 -1.5842
C -0.2225 0.3409 1.3814
C -1.0353 -0.7473 1.0192
C -0.9472 3.1682 -2.0325
C 0.7298 -2.2920 1.5866
C -0.5720 -2.0399 1.1496
C 0.4064 3.4584 -1.9299
C 2.4327 -3.9108 1.9102
C 1.5461 -1.2144 1.9025
C 1.0674 0.0854 1.8132
C -2.7968 -0.7342 -0.7189
C -0.4796 0.8655 -1.8295
C 0.8843 1.1617 -1.7244
H -2.4711 1.6422 -2.0633
H 0.2405 2.6655 2.6814
H -2.9456 0.0582 1.1167
H -1.4934 -2.3164 -1.4703
H -1.2043 -2.8760 0.8999
H 0.7330 4.4860 -1.9709
H 2.4983 -4.9954 1.8442
H -0.6811 3.5605 1.4450
H 2.5634 -1.3635 2.2252
H 0.8641 2.7960 1.0090
H 2.7561 -3.5897 2.9063
H -1.6520 3.9764 -2.1520
H -2.2558 -1.2833 -2.7077
H 3.0775 -3.4612 1.1498
H 2.4075 2.6700 -1.6944
H 1.7282 0.8962 2.0751

---

# 2
ORCA calculation (wB97M-V/def2-TZVPD) on an isolated molecule of C10H15NO4Si in a non-equilibrium geometry.

## Properties
**Kohn-Sham gap**: 9.2 eV
**Electronic energy**: -1035.327076 hartree
**LUMO level**: 0.9 eV
**HOMO energy**: -8.232 eV
**Strongest force on any atom**: 2.69 eV/Å
**SMILES**: c1coc([Si]23OCCN(CCO2)CCO3)c1

CARTESIAN COORDINATES (ANGSTROEM)
Si 0.2190 -0.3902 0.5029
O -1.2742 -1.1031 0.2975
O 1.0918 -0.5083 -0.9149
O 0.1200 1.2222 0.8332
O 1.1551 -0.7945 3.1411
N -0.9919 1.0668 -1.7767
C 1.2339 -1.2042 1.8429
C 1.9120 -1.6950 3.8445
C 2.4989 -2.6148 2.9922
C -1.3992 2.1747 -0.8173
C 0.3146 1.2213 -2.4625
C 1.4293 0.7153 -1.5395
C -2.2537 -0.8018 -0.6380
C 2.0316 -2.2963 1.7279
C -1.0948 1.8710 0.6165
C -1.7044 -0.2433 -1.9280
H 1.7021 1.3680 -0.6984
H -1.8769 1.2486 1.0929
H -2.4699 2.4066 -0.9765
H 2.0272 -1.6772 4.9286
H 2.3635 0.4782 -2.0680
H 3.1857 -3.4403 3.2436
H -1.1154 2.8122 1.1961
H 2.2692 -2.8032 0.8009
H -0.8583 3.0808 -1.1477
H -2.9495 -0.1253 -0.1257
H -1.0027 -0.9343 -2.4058
H -2.8357 -1.7232 -0.7676
H 0.2869 0.5713 -3.3581
H 0.4758 2.2206 -2.7930
H -2.4898 -0.1026 -2.6429

---

# 3
ORCA calculation (wB97M-V/def2-TZVPD) on an isolated molecule of C4H10O.

## Properties
**Kohn-Sham gap**: 10.9 eV
**Electronic energy**: -233.624614 hartree
**LUMO level**: 1.2 eV
**HOMO energy**: -9.720 eV
**Strongest force on any atom**: 0.34 eV/Å
**SMILES**: COC(C)C

CARTESIAN COORDINATES (ANGSTROEM)
O -1.0247 -0.4084 0.1649
C 1.0620 -0.8993 1.1479
C 0.6325 1.3621 0.0959
C 0.3621 -0.1396 0.0314
C -1.7296 -0.3435 -1.0454
H -1.6476 0.6378 -1.5385
H 0.0979 1.9059 -0.6914
H 0.8682 -1.9724 1.0571
H -1.3825 -1.1154 -1.7508
H 0.3078 1.7593 1.0643
H 2.1441 -0.7323 1.1225
H 0.6808 -0.5650 2.1189
H 1.7026 1.5650 -0.0215
H 0.7074 -0.5277 -0.9435
H -2.7810 -0.5265 -0.8119

---

Calculated ΔE to the lowest compared entry with this formula, charge and spin in order - 0.000 0.000 0.553 eV